A cluster of 2 separate species, C2H12N6 in total in a non-equilibrium geometry. Source: OMol25; level of theory: ωB97M-V with the def2-TZVPD basis set.

Structure (XYZ):
```
20
Properties=species:S:1:pos:R:3:forces:R:3
C 1.392 -0.152 1.015 -0.61 0.87 -2.80
C -0.397 -0.209 -0.732 2.08 -0.69 0.25
N 0.377 -0.913 0.057 -0.48 -0.11 -1.69
N 0.700 -2.231 -0.191 -0.07 2.24 -0.82
N 2.159 1.614 -0.420 -2.01 -1.07 -0.03
N -3.277 0.922 0.179 -0.26 -1.23 0.27
N 2.374 0.454 0.301 0.87 0.30 -0.31
N -2.614 -0.122 0.180 0.09 3.56 1.39
H 0.655 0.411 1.487 -0.62 1.89 1.20
H 1.735 -0.885 1.610 1.38 -2.42 2.19
H -0.382 0.898 -0.599 -0.03 -1.14 -0.28
H -0.805 -0.745 -1.612 0.05 0.67 0.47
H 0.664 -2.481 -1.168 -0.21 -0.69 0.28
H 0.559 -2.809 0.598 -0.04 -1.01 0.35
H 2.761 1.665 -1.227 -0.02 0.83 0.30
H 1.936 2.320 0.243 0.74 1.49 -0.45
H -4.281 1.137 0.002 0.08 -1.10 -0.54
H -2.823 1.744 0.534 0.85 0.71 0.31
H 3.327 0.187 0.179 0.20 -1.23 0.85
H -3.038 -0.952 -0.104 -2.00 -1.85 -0.95
```
Forces are in eV/Å.

Values from the calculation:
- HOMO energy (spin up / spin down): -15.51 / -15.50 eV
- HOMO-LUMO gap (spin up / spin down): 4.56 / 4.55 eV
- Net charge: +2
- Electronic energy: -411.0850 a.u.
- Relative energy (zero: lowest compared OMol25 entry of this formula, charge and spin): 1.613 eV


A cluster of 4 separate species, C2H12NO3 in total in a non-equilibrium geometry. Source: OMol25; level of theory: ωB97M-V with the def2-TZVPD basis set.

Structure (XYZ):
```
18
Properties=species:S:1:pos:R:3:forces:R:3
C 0.378 -0.943 -1.733 -0.40 1.22 1.16
C -0.671 -1.661 -2.141 1.80 0.98 0.68
N 0.367 0.493 -0.953 -1.36 -1.16 -5.26
H 1.437 -1.218 -1.728 -0.61 -0.33 -0.13
H -0.413 -2.655 -2.430 0.16 -0.51 -0.52
H -1.706 -1.426 -2.210 -0.51 0.53 0.35
H 1.222 1.008 -1.301 -1.54 0.19 0.18
H -0.567 1.036 -1.141 2.53 -1.13 0.94
H 0.609 0.271 -0.039 -0.33 -0.24 2.57
H 1.587 2.906 0.219 0.15 0.23 0.15
H 0.896 3.626 -0.986 1.46 -1.63 0.53
O 1.488 2.838 -0.736 -1.37 1.84 -0.52
H 2.257 0.660 3.710 -3.07 2.56 0.59
H 1.039 1.453 4.512 -0.29 -0.26 1.69
O 1.457 1.360 3.684 3.36 -2.32 -2.39
H -3.860 -2.742 0.911 -0.22 -0.25 -0.11
H -2.612 -2.136 1.450 0.27 0.12 0.29
O -2.908 -2.869 0.910 -0.04 0.17 -0.20
```
Forces are in eV/Å.

Values from the calculation:
- HOMO energy: -14.38 eV
- HOMO-LUMO gap: 10.84 eV
- Net charge: +1
- Electronic energy: -363.5554 a.u.
- Relative energy (zero: lowest compared OMol25 entry of this formula, charge and spin): 2.599 eV


A cluster of 3 separate species, C2H12NO3 in total in a non-equilibrium geometry. Source: OMol25; level of theory: ωB97M-V with the def2-TZVPD basis set.

Structure (XYZ):
```
18
Properties=species:S:1:pos:R:3:forces:R:3
C -0.651 -1.339 1.160 -0.85 -1.04 -0.89
O -0.335 -0.437 2.143 1.05 1.33 1.09
C -0.659 -0.529 -0.219 -1.94 -0.32 1.52
N 0.273 0.684 -0.055 0.40 -1.87 -0.45
H -1.665 -1.746 1.267 0.15 0.13 0.00
H 0.014 -2.218 1.351 -0.11 0.71 -1.21
H -0.990 -0.238 2.802 -0.62 -0.21 0.18
H -0.452 -1.142 -1.106 0.46 0.56 0.43
H -1.763 -0.177 -0.359 2.18 -0.07 0.38
H 1.133 0.397 -0.533 -0.41 0.38 -0.91
H 0.702 0.783 0.889 -1.63 0.01 -0.04
H -0.231 1.508 -0.432 0.69 0.47 0.08
H -0.696 2.736 -2.173 0.84 1.12 -0.76
H -0.286 3.671 -0.813 1.51 1.93 -0.35
O -0.748 3.016 -1.270 -2.35 -3.03 1.04
H 2.737 -1.157 -0.987 0.06 -0.51 -0.06
H 1.801 -2.381 -0.766 0.23 -0.22 0.01
O 1.816 -1.432 -0.899 0.35 0.63 -0.06
```
Forces are in eV/Å.

Values from the calculation:
- HOMO energy: -14.74 eV
- HOMO-LUMO gap: 11.68 eV
- Net charge: +1
- Electronic energy: -363.5989 a.u.
- Relative energy (zero: lowest compared OMol25 entry of this formula, charge and spin): 1.413 eV


A cluster of 4 separate species, C2H12NO3 in total in a non-equilibrium geometry. Source: OMol25; level of theory: ωB97M-V with the def2-TZVPD basis set.

Structure (XYZ):
```
18
Properties=species:S:1:pos:R:3:forces:R:3
C 2.600 1.566 0.594 1.20 -0.68 0.73
C 0.410 2.343 1.223 -1.50 -0.01 0.08
N 1.161 1.552 0.584 -1.70 -1.73 0.06
H 2.892 0.498 0.798 0.12 1.13 -0.22
H 2.908 1.828 -0.444 0.08 -0.04 0.92
H 3.033 2.249 1.403 -0.67 -0.84 -1.35
H 0.888 2.918 1.978 0.19 1.22 0.24
H -0.724 2.415 1.093 1.79 -0.66 0.17
H 0.660 0.640 0.149 0.65 1.93 -0.78
H -0.371 -3.342 -1.397 -0.40 -0.14 0.29
H -1.489 -3.028 -0.229 2.59 0.37 -1.44
O -0.519 -2.860 -0.573 -2.25 0.01 1.05
H -0.031 -0.117 -1.847 0.23 0.33 -0.14
H -0.511 -0.966 -0.723 -0.43 -1.76 0.56
O -0.188 -0.091 -0.900 0.12 0.93 -0.26
H -3.464 -1.575 -1.322 0.39 -0.72 1.74
H -4.045 -2.102 0.029 -0.14 0.00 0.00
O -3.211 -1.926 -0.415 -0.29 0.66 -1.66
```
Forces are in eV/Å.

Values from the calculation:
- HOMO energy: -14.69 eV
- HOMO-LUMO gap: 10.55 eV
- Net charge: +1
- Electronic energy: -363.6019 a.u.
- Relative energy (zero: lowest compared OMol25 entry of this formula, charge and spin): 1.333 eV